Computed, not measured: the ion C5H12N3O with charge +1, with ωB97M-V with the def2-TZVPD basis set.

Summary:
* ΔE to the lowest compared entry with this formula, charge and spin: 166.29 kJ/mol
* total charge: +1
* LUMO: -3.17 eV
* HOMO: -13.28 eV
* SMILES: CN/C(=C\NC=[NH2+])CO
* DFT total energy: -436.965446 a.u.

The geometry in XYZ format:
```
21
Properties=species:S:1:pos:R:3:forces:R:3:nbo_charge:R:1
C 0.043 1.400 0.553 -0.8 -0.4 0.0 -0.056
C -0.784 0.411 0.205 -0.1 0.5 0.1 0.174
C 2.042 0.206 0.037 0.6 -0.2 0.0 0.419
C -0.290 -1.968 0.291 0.0 -0.1 0.0 -0.427
C -2.281 0.530 0.349 0.1 0.0 0.4 -0.108
N 1.401 1.339 0.199 0.5 0.5 -0.1 -0.532
N 3.145 0.105 -0.681 -0.1 0.0 0.2 -0.719
N -0.252 -0.715 -0.467 -0.4 -0.1 -0.7 -0.660
O -2.792 0.624 -0.964 0.1 0.0 -0.2 -0.722
H -0.288 2.319 1.003 0.0 0.1 0.1 0.237
H 1.735 -0.656 0.606 0.1 0.1 0.0 0.235
H -1.306 -2.339 0.439 0.0 0.0 0.1 0.208
H 0.277 -2.717 -0.258 0.0 -0.1 0.0 0.219
H 0.159 -1.825 1.275 0.0 0.0 0.0 0.194
H -2.534 1.411 0.950 0.1 -0.1 0.0 0.188
H -2.674 -0.364 0.856 0.0 0.2 0.0 0.181
H 1.771 2.183 -0.232 0.0 -0.2 0.1 0.420
H 3.674 -0.754 -0.687 0.0 0.1 0.0 0.435
H 3.500 0.878 -1.222 0.0 -0.1 -0.1 0.419
H -0.803 -0.848 -1.317 0.1 0.0 0.1 0.404
H -3.742 0.778 -0.934 0.0 -0.1 0.0 0.492
```
Forces are in eV/Å.

Computed, not measured: a cluster of 11 separate species, C4H28NO12S in total, with ωB97M-V with the def2-TZVPD basis set.

Summary:
* ΔE to the lowest compared entry with this formula, charge and spin: 222.19 kJ/mol
* total charge: -1
* LUMO: 2.59 eV
* HOMO: -5.51 eV
* DFT total energy: -1525.081567 a.u.

The geometry in XYZ format:
```
46
Properties=species:S:1:pos:R:3:forces:R:3:nbo_charge:R:1
O -1.648 -0.179 -0.989 0.0 -0.5 -0.7 -0.781
C -0.693 0.002 -0.220 -0.6 1.4 2.0 0.733
N -0.171 1.270 -0.174 0.6 -1.4 0.8 -0.678
C 1.095 1.657 0.590 1.2 0.5 -0.8 0.120
O 1.369 0.815 1.570 0.0 0.2 0.6 -0.938
C -0.360 -1.068 0.894 0.3 0.6 -0.6 -0.506
C -1.255 -2.282 0.738 1.7 -0.2 -2.4 -0.503
S -0.611 -3.896 1.328 -1.3 -0.7 0.8 -0.102
H -0.537 1.905 -0.872 -0.3 0.1 0.1 0.404
H 0.957 2.743 0.963 -0.1 -1.0 -0.9 0.113
H 1.952 1.608 -0.169 -1.0 0.7 0.4 0.126
H 0.711 -1.297 0.790 -0.5 -0.1 0.2 0.268
H -0.499 -0.618 1.875 0.1 0.1 -0.4 0.233
H -2.254 -2.148 1.108 -0.3 -0.1 0.5 0.228
H -1.306 -2.395 -0.363 -0.4 -0.2 0.8 0.224
H 0.717 -3.960 1.368 0.3 1.0 -0.4 0.135
H 3.845 0.433 -1.949 0.2 -0.1 0.5 0.474
H 4.280 0.903 -0.513 -0.2 -0.3 -0.4 0.487
O 4.014 1.203 -1.394 0.1 0.3 -0.1 -0.956
H -3.278 0.234 -0.097 -0.3 -0.9 -0.4 0.488
H -4.196 1.273 0.232 -0.8 -0.3 0.3 0.453
O -4.247 0.328 0.008 0.9 1.1 0.1 -0.954
H -3.344 2.949 -0.886 0.8 1.0 -0.4 0.449
H -2.601 2.951 0.354 0.6 1.1 -0.1 0.496
O -2.606 3.475 -0.491 -1.4 -1.8 0.2 -0.968
H 3.323 -0.171 1.795 -0.1 -0.5 -0.1 0.493
H 3.631 0.371 3.076 0.5 -0.6 0.1 0.466
O 3.950 -0.367 2.518 -0.7 1.2 0.0 -0.966
H -0.296 -2.338 -2.220 0.9 -0.2 0.4 0.502
H 0.972 -1.536 -2.201 -0.2 -0.2 0.4 0.475
O 0.576 -2.302 -1.740 -0.3 0.3 -0.9 -1.008
H 2.971 -1.654 -1.956 0.5 0.3 -0.4 0.451
H 2.631 -2.631 -0.991 0.2 -0.4 0.4 0.488
O 3.435 -2.191 -1.305 -0.7 0.1 -0.1 -0.939
H -0.041 0.392 -2.526 0.2 -0.1 -0.1 0.481
H 1.169 1.125 -2.023 0.2 -0.4 -0.4 0.491
O 0.906 0.496 -2.721 -0.2 0.3 0.2 -0.971
H -1.550 1.888 2.050 -1.9 1.1 0.0 0.514
H -2.771 2.213 2.867 -0.2 0.1 0.0 0.488
O -2.426 2.423 1.993 1.7 -1.3 0.1 -1.006
H -2.189 -1.564 -2.495 0.2 0.2 -0.1 0.511
H -1.609 -1.228 -3.883 0.0 0.0 0.1 0.479
O -1.674 -1.936 -3.233 -0.5 -0.1 0.0 -0.961
H 0.196 1.474 2.566 -0.1 -0.3 1.2 0.500
H -0.099 0.364 3.369 -0.3 -0.2 0.7 0.473
O -0.437 1.268 3.359 0.9 0.2 -1.2 -1.005
```
Forces are in eV/Å.

Computed, not measured: the molecule C20H23N5O3S2, with ωB97M-V with the def2-TZVPD basis set.

Summary:
* ΔE to the lowest compared entry with this formula, charge and spin: 133.56 kJ/mol
* LUMO: -0.72 eV
* HOMO: -7.65 eV
* SMILES: Cc1cccn2c(=O)c(/C=C3\SC(=S)NC3=O)c(NCCCN3CCOCC3)nc12
* DFT total energy: -2071.842669 a.u.

The geometry in XYZ format:
```
53
Properties=species:S:1:pos:R:3:forces:R:3:nbo_charge:R:1
C 3.961 2.241 -1.266 0.0 0.0 0.0 -0.632
C 2.694 2.735 -0.652 0.1 0.4 0.2 -0.036
C 2.592 3.926 0.006 -0.1 -0.4 -0.2 -0.138
C 1.358 4.338 0.552 -0.3 -0.1 0.0 -0.272
C 0.271 3.541 0.412 0.0 0.7 0.4 0.049
N 0.354 2.346 -0.234 0.5 -0.1 -0.2 -0.383
C 1.538 1.904 -0.771 -0.2 0.0 0.1 0.439
N 1.647 0.745 -1.369 0.2 -0.2 -0.2 -0.566
C 0.593 -0.072 -1.466 -0.3 0.5 0.3 0.495
N 0.830 -1.269 -2.021 -0.4 -0.2 0.0 -0.563
H 0.077 -1.938 -2.067 0.0 0.1 0.1 0.401
C 2.150 -1.755 -2.334 0.4 -0.3 -0.2 -0.234
H 2.179 -2.067 -3.382 0.1 0.1 0.1 0.197
C 2.545 -2.929 -1.436 -0.1 0.3 0.2 -0.409
H 3.522 -3.291 -1.756 0.0 -0.1 -0.1 0.207
C 2.584 -2.532 0.044 0.1 -0.2 -0.2 -0.223
N 3.483 -1.412 0.266 0.0 0.0 0.0 -0.462
C 4.891 -1.770 0.345 0.1 -0.1 0.3 -0.248
C 5.279 -2.359 1.709 0.0 -0.1 -0.3 -0.090
O 4.928 -1.488 2.763 0.1 0.1 0.0 -0.527
C 3.547 -1.199 2.742 -0.3 0.2 -0.2 -0.090
C 3.142 -0.572 1.402 0.1 -0.1 0.3 -0.241
H 2.072 -0.360 1.391 0.0 0.0 0.0 0.202
H 3.684 0.372 1.284 0.0 0.1 0.1 0.196
H 3.369 -0.505 3.565 -0.1 -0.1 0.0 0.197
H 2.968 -2.120 2.918 0.0 0.1 0.0 0.159
H 6.359 -2.497 1.775 0.0 -0.1 -0.1 0.197
H 4.788 -3.335 1.855 0.1 0.1 0.0 0.158
H 5.133 -2.478 -0.448 0.1 0.0 0.0 0.201
H 5.469 -0.855 0.184 0.1 -0.1 0.0 0.198
H 1.582 -2.218 0.346 0.0 -0.1 0.1 0.201
H 2.845 -3.422 0.637 -0.1 0.1 0.0 0.178
H 1.831 -3.747 -1.555 0.0 -0.1 0.0 0.203
H 2.839 -0.926 -2.174 0.0 -0.2 -0.1 0.255
C -0.696 0.306 -1.003 0.4 0.4 0.2 -0.343
C -1.829 -0.541 -1.184 -0.9 -0.3 0.2 -0.116
C -3.043 -0.540 -0.578 1.0 0.4 -0.2 -0.324
C -4.015 -1.577 -0.943 0.1 -0.5 -0.5 0.645
O -3.877 -2.423 -1.801 -0.1 0.0 0.0 -0.586
N -5.122 -1.469 -0.133 -0.3 -0.2 -0.1 -0.618
C -5.127 -0.492 0.815 0.0 0.0 0.2 -0.124
S -6.350 -0.262 1.871 0.0 0.1 0.1 -0.096
S -3.659 0.462 0.715 -0.7 -0.2 0.4 0.470
H -5.913 -2.093 -0.233 0.1 0.1 0.0 0.432
H -1.742 -1.329 -1.925 -0.1 0.0 0.0 0.222
C -0.849 1.575 -0.375 -0.1 -0.4 -0.3 0.654
O -1.890 2.075 0.024 0.3 0.2 -0.1 -0.638
H -0.714 3.780 0.786 0.0 0.0 0.0 0.258
H 1.276 5.277 1.071 -0.1 0.1 0.1 0.233
H 3.457 4.563 0.111 0.1 0.0 0.0 0.220
H 4.808 2.837 -0.940 0.1 0.0 0.0 0.216
H 4.111 1.197 -1.005 0.1 -0.1 0.0 0.243
H 3.886 2.293 -2.351 0.1 -0.1 -0.1 0.231
```
Forces are in eV/Å.

Question: Among the records above, which one has the lowest DFT total energy?
Answer: C20H23N5O3S2

Question: Which of these has the highest HOMO?
Answer: C4H28NO12S